The following is a quantum chemistry calculation of C12H12BN8SbSe4Sn as an isolated structure, from the Open Molecules 2025 dataset.

Last column: Löwdin spin population.
Cartesian coordinates (Å):
Sn (-0.152, -0.507, 0.040)  0.00
C (1.447, -2.302, 3.649)  0.00
C (0.561, -2.287, 2.581)  0.00
N (0.620, -1.098, 1.977)  0.00
N (1.527, -0.330, 2.630)  0.00
C (2.041, -1.054, 3.635)  0.00
B (1.804, 1.112, 2.113)  0.00
N (2.464, 0.994, 0.726)  0.00
C (3.673, 1.351, 0.269)  0.00
C (3.765, 1.009, -1.068)  0.00
C (2.546, 0.431, -1.379)  0.00
N (1.769, 0.425, -0.291)  0.00
N (0.397, 1.813, 1.910)  0.00
C (-0.068, 2.925, 2.489)  0.00
C (-1.356, 3.166, 2.035)  0.00
C (-1.622, 2.132, 1.148)  0.00
N (-0.556, 1.331, 1.069)  0.00
N (2.582, 1.955, 3.080)  0.00
C (2.601, 1.991, 4.444)  0.00
C (3.226, 3.144, 4.827)  0.00
C (3.546, 3.788, 3.615)  0.00
N (3.152, 3.086, 2.573)  0.00
H (1.640, -3.109, 4.333)  0.00
H (-0.086, -3.063, 2.204)  0.00
H (2.824, -0.661, 4.259)  0.00
H (4.376, 1.839, 0.920)  0.00
H (4.602, 1.167, -1.724)  0.00
H (2.190, 0.012, -2.307)  0.00
H (0.546, 3.481, 3.181)  0.00
H (-2.004, 3.979, 2.309)  0.00
H (-2.507, 1.922, 0.568)  0.00
H (2.132, 1.236, 5.051)  0.00
H (3.419, 3.478, 5.832)  0.00
H (4.048, 4.732, 3.465)  0.00
Se (0.593, -2.632, -1.015)  0.00
Sb (-1.864, -3.127, -1.295)  0.02
Se (-2.352, -3.740, -3.665)  0.90
Se (-3.022, -4.500, 0.223)  0.07
Se (-2.433, -0.609, -1.104)  0.00

<S²>: 0.7545
Charge: +1
Orbital gap (alpha / beta) in eV: 7.1 / 5.8
Energy above the lowest of the compared OMol25 structures with the same formula, charge and spin in kcal/mol: 0.00
Multiplicity: 2

The following is a quantum chemistry calculation of a 4-piece molecular cluster, H8O4 overall in a non-equilibrium geometry, from the Open Molecules 2025 dataset.

Last column: natural (NBO) charge in e.
Cartesian coordinates (Å):
O (2.316, -0.182, -0.334)  -0.97
H (1.568, -0.528, -0.853)  0.48
H (2.931, -0.918, -0.275)  0.47
O (-0.741, 1.109, 0.422)  -0.95
H (-0.520, 0.546, -0.327)  0.48
H (0.084, 1.182, 0.920)  0.49
O (0.475, -1.619, -1.860)  -0.96
H (0.898, -1.558, -2.725)  0.48
H (-0.456, -1.782, -2.053)  0.49
O (-2.459, 0.978, 2.451)  -0.97
H (-2.005, 1.135, 1.586)  0.49
H (-2.091, 1.635, 3.049)  0.46

Orbital gap in eV: 10.6
Energy above the lowest of the compared OMol25 structures with the same formula, charge and spin in kcal/mol: 18.92
SMILES: O.O.O.O

The following is a quantum chemistry calculation of C26H21Cl2N5OPtS as an isolated structure, from the Open Molecules 2025 dataset.

Last column: Löwdin spin population.
Cartesian coordinates (Å):
Pt (0.311, -0.594, 0.347)  1.45
C (-1.482, -1.734, 4.260)  0.12
C (-2.190, -0.621, 4.678)  -0.01
C (-1.993, 0.564, 3.996)  0.13
C (-1.104, 0.618, 2.905)  0.02
N (-0.443, -0.501, 2.483)  0.18
C (-0.636, -1.626, 3.158)  0.04
N (-0.946, 1.866, 2.393)  0.29
C (-0.084, 2.239, 1.460)  0.00
N (0.627, 1.447, 0.649)  0.30
C (1.520, 2.246, -0.086)  -0.01
N (2.482, 1.860, -0.826)  0.13
C (2.963, 0.561, -0.997)  0.00
C (4.017, 0.471, -1.908)  0.03
C (4.654, -0.736, -2.112)  0.00
C (4.236, -1.832, -1.371)  0.03
C (3.181, -1.672, -0.495)  0.01
N (2.529, -0.517, -0.308)  0.09
C (1.223, 3.654, 0.224)  0.00
C (1.783, 4.831, -0.233)  -0.01
C (1.293, 6.012, 0.317)  -0.01
C (0.299, 6.005, 1.295)  -0.01
C (-0.246, 4.815, 1.765)  -0.01
C (0.234, 3.648, 1.201)  0.00
H (-1.575, -2.689, 4.758)  0.01
H (-2.867, -0.670, 5.520)  0.00
H (-2.483, 1.483, 4.280)  0.00
H (-0.107, -2.497, 2.799)  0.00
H (4.319, 1.374, -2.417)  0.00
H (5.473, -0.817, -2.814)  0.00
H (4.718, -2.795, -1.456)  0.00
H (2.842, -2.511, 0.094)  0.00
H (2.561, 4.835, -0.983)  0.00
H (1.693, 6.960, -0.016)  0.00
H (-0.047, 6.947, 1.698)  0.00
H (-1.008, 4.807, 2.531)  0.00
Cl (0.164, -0.799, -2.489)  0.09
C (-1.545, -0.595, -2.755)  0.07
C (-1.952, -0.442, -4.053)  0.00
C (-3.319, -0.328, -4.328)  0.13
C (-4.259, -0.382, -3.314)  -0.01
C (-3.845, -0.537, -2.005)  0.11
Cl (-5.034, -0.600, -0.778)  0.04
C (-2.459, -0.632, -1.663)  0.11
S (-2.043, -0.770, -0.029)  0.61
H (-1.225, -0.420, -4.852)  0.00
H (-3.643, -0.205, -5.353)  0.01
H (-5.314, -0.304, -3.533)  0.00
C (-0.512, -5.201, -0.071)  0.00
C (-0.092, -3.870, -0.637)  0.01
O (0.367, -2.977, 0.419)  0.06
H (-0.870, -5.847, -0.873)  0.00
H (-1.316, -5.083, 0.655)  0.00
H (0.325, -5.714, 0.406)  0.00
H (-0.923, -3.339, -1.097)  0.00
H (0.704, -3.965, -1.379)  0.00
H (1.045, -3.421, 0.941)  0.00

<S²>: 6.1093
Charge: +2
Orbital gap (alpha / beta) in eV: 7.3 / 5.0
Energy above the lowest of the compared OMol25 structures with the same formula, charge and spin in kcal/mol: 0.00
Multiplicity: 5

The following is a quantum chemistry calculation of C34H57HfN4OP2 as an isolated structure in a non-equilibrium geometry, from the Open Molecules 2025 dataset.

Last column: Löwdin charge in e.
Cartesian coordinates (Å):
C (2.065, -1.424, -1.035)  -0.34
C (1.547, 0.741, -1.945)  -0.35
C (3.043, -1.598, -1.991)  -0.02
C (2.288, 0.399, -3.097)  -0.01
C (3.117, -0.719, -3.076)  0.00
H (3.683, -2.482, -1.924)  0.14
H (2.197, 0.993, -4.010)  0.13
H (3.755, -0.962, -3.925)  0.14
N (1.359, -0.261, -0.983)  -0.06
P (0.130, -2.595, 0.762)  1.07
P (0.138, 2.492, -0.237)  1.04
C (1.811, -2.501, 0.033)  -0.26
H (2.061, -3.501, -0.361)  0.10
H (2.540, -2.342, 0.843)  0.10
C (-1.827, -0.715, 1.776)  -0.15
O (-2.628, -1.064, 2.558)  0.19
C (0.980, 2.061, -1.768)  -0.24
H (0.696, 2.593, -2.686)  0.09
C (-1.713, 3.355, -0.218)  -0.62
C (1.588, 3.750, 0.144)  -0.63
C (-0.751, -3.796, -0.445)  -0.65
C (0.416, -3.543, 2.398)  -0.65
C (-2.804, 2.432, 0.360)  -0.11
H (-2.605, 2.133, 1.399)  0.07
H (-3.759, 2.988, 0.362)  0.12
H (-2.984, 1.525, -0.233)  0.04
C (-1.714, 4.634, 0.619)  -0.08
H (-1.470, 4.415, 1.667)  0.09
H (-1.037, 5.404, 0.231)  0.08
H (-2.730, 5.068, 0.603)  0.11
C (-2.048, 3.633, -1.670)  -0.09
H (-2.997, 4.187, -1.740)  0.12
H (-1.283, 4.196, -2.220)  0.10
H (-2.202, 2.673, -2.164)  0.03
C (1.478, 4.319, 1.560)  -0.07
H (1.477, 3.511, 2.303)  0.06
H (2.352, 4.957, 1.769)  0.11
H (0.587, 4.937, 1.710)  0.06
C (2.967, 3.092, 0.006)  -0.07
H (3.070, 2.206, 0.643)  0.06
H (3.172, 2.812, -1.033)  0.08
H (3.742, 3.813, 0.317)  0.11
C (1.417, 4.792, -0.988)  -0.07
H (1.474, 4.310, -1.973)  0.07
H (0.467, 5.332, -0.920)  0.07
H (2.234, 5.523, -0.952)  0.11
C (-0.937, -4.044, 2.941)  -0.07
H (-0.766, -4.474, 3.943)  0.12
H (-1.661, -3.226, 3.042)  0.06
H (-1.385, -4.831, 2.321)  0.07
C (1.026, -2.574, 3.422)  -0.09
H (2.029, -2.250, 3.117)  0.08
H (0.404, -1.687, 3.583)  0.06
H (1.127, -3.108, 4.384)  0.11
C (1.400, -4.726, 2.277)  -0.06
H (2.351, -4.425, 1.818)  0.09
H (1.621, -5.081, 3.298)  0.11
H (0.999, -5.581, 1.724)  0.07
C (-0.383, -3.388, -1.879)  -0.09
H (0.668, -3.601, -2.116)  0.09
H (-1.011, -3.958, -2.583)  0.11
H (-0.579, -2.326, -2.060)  0.04
C (-2.268, -3.613, -0.243)  -0.09
H (-2.593, -2.603, -0.523)  0.03
H (-2.792, -4.324, -0.904)  0.11
H (-2.594, -3.811, 0.787)  0.08
C (-0.377, -5.279, -0.273)  -0.06
H (0.704, -5.449, -0.377)  0.09
H (-0.729, -5.713, 0.673)  0.08
H (-0.865, -5.846, -1.084)  0.11
Hf (-0.456, -0.025, 0.279)  1.30
N (-1.941, -0.345, -1.261)  0.05
C (-2.766, -0.734, -2.098)  0.12
C (-2.842, -0.236, -3.619)  -0.54
C (-1.907, 0.917, -3.984)  -0.05
C (-2.260, -1.400, -4.404)  -0.04
C (-4.270, 0.211, -3.927)  -0.02
H (-2.198, 1.887, -3.567)  0.06
H (-0.848, 0.712, -3.720)  0.08
H (-1.936, 1.054, -5.087)  0.13
H (-2.600, -2.375, -4.041)  0.10
H (-2.436, -1.292, -5.482)  0.12
H (-1.170, -1.365, -4.249)  0.09
H (-4.358, 0.636, -4.950)  0.12
H (-4.984, -0.610, -3.824)  0.10
H (-4.500, 1.019, -3.200)  0.10
N (2.997, 1.796, 5.616)  0.19
C (2.283, 1.446, 4.525)  -0.28
C (2.904, 0.907, 3.380)  0.02
C (2.143, 0.520, 2.288)  -0.16
N (0.783, 0.652, 2.247)  -0.13
C (0.176, 1.183, 3.348)  -0.15
C (0.881, 1.592, 4.472)  0.02
H (4.006, 1.670, 5.644)  0.14
H (2.552, 2.172, 6.444)  0.13
H (3.984, 0.787, 3.369)  0.13
H (2.624, 0.078, 1.407)  0.10
H (-0.915, 1.272, 3.311)  0.11
H (0.363, 2.015, 5.327)  0.13

Charge: +3
Orbital gap (alpha / beta) in eV: 4.0 / 4.0

The following is a quantum chemistry calculation of C7H13ClI2IrN2OP as an isolated structure in a non-equilibrium geometry, from the Open Molecules 2025 dataset.

Last column: Löwdin spin population.
Cartesian coordinates (Å):
I (5.597, 1.328, -1.677)  1.47
I (5.351, -1.698, -1.635)  1.45
Ir (0.174, -0.008, -0.158)  0.94
P (-0.732, 0.024, -2.113)  0.02
C (0.462, 0.047, -3.490)  0.00
C (-1.792, -1.419, -2.467)  0.00
H (-2.606, 1.507, -1.688)  0.00
H (-2.221, 1.396, -3.436)  0.00
H (-1.202, 2.385, -2.354)  0.00
C (-1.800, 1.471, -2.428)  0.00
H (-2.594, -1.482, -1.725)  0.00
H (-2.218, -1.316, -3.470)  0.00
H (-0.081, 0.056, -4.442)  0.00
H (1.098, -0.842, -3.441)  0.00
H (-1.187, -2.331, -2.423)  0.00
H (1.088, 0.942, -3.419)  0.00
C (1.913, 0.020, -0.699)  0.02
O (3.028, 0.029, -1.022)  0.05
Cl (-2.062, -0.012, 0.575)  0.02
N (1.191, 0.667, 3.863)  0.00
C (1.254, -0.723, 3.895)  0.00
C (0.923, -1.166, 2.637)  0.01
N (0.702, -0.031, 1.857)  0.01
C (0.838, 1.061, 2.607)  0.01
H (1.372, 1.316, 4.622)  0.00
H (1.525, -1.288, 4.770)  0.00
H (0.823, -2.165, 2.236)  0.00
H (0.688, 2.090, 2.311)  0.00

<S²>: 6.0200
Charge: +2
Orbital gap (alpha / beta) in eV: 9.1 / 3.8
Energy above the lowest of the compared OMol25 structures with the same formula, charge and spin in kcal/mol: 0.00
Multiplicity: 5